Record 1
The following is a DFT calculation (the ωB97M-V functional and the def2-TZVPD basis) of a molecular structure, C15H24BNO5Rb.

Cartesian coordinates (Å):
Rb -0.46461 -1.67218 2.31068
C -1.75473 4.32331 -1.92299
C -2.32124 2.99123 -2.50000
C -3.11534 3.43074 -3.73968
C -3.33823 2.36306 -4.80161
C -2.07969 1.49712 -5.13690
C -1.44202 0.91417 -3.86170
N -1.25674 1.97222 -2.77990
O -0.18529 1.74360 -1.78392
C -0.13023 0.24464 -4.45251
C -2.30289 -0.22301 -3.36663
C -3.40686 2.44905 -1.48777
H -2.56676 4.98911 -1.63070
H -0.86947 4.76797 -2.37762
H -1.35684 4.12720 -0.92733
H -2.71975 4.37084 -4.12415
H -4.13681 3.62865 -3.41484
H -3.77055 2.80956 -5.69707
H -4.14227 1.67521 -4.53994
H -1.41685 2.23520 -5.58855
H -2.22117 0.82431 -5.98273
H -0.46699 -0.20419 -5.38699
H 0.27448 -0.47104 -3.73689
H 0.70031 0.91289 -4.68000
H -3.24615 0.15316 -2.97057
H -1.87798 -0.85592 -2.58755
H -2.45635 -0.93737 -4.17548
H -2.97972 2.10803 -0.54471
H -4.08838 1.76377 -1.99177
H -3.94373 3.30667 -1.08235
B 0.21091 0.16242 7.10733
H -0.40805 -0.70051 6.91632
H 0.21116 0.77076 6.21617
H -0.10169 0.64001 8.02299
H 1.23764 -0.13769 7.24874
C 6.44929 -4.43358 5.72427
C 6.26059 -3.87307 4.36293
C 4.85472 -4.14282 3.60979
O 4.63827 -3.62601 2.52327
C 3.88233 -5.02078 4.24261
C 4.15918 -5.51833 5.47528
C 5.45940 -5.24476 6.21299
O 5.73568 -5.62231 7.41684
O 3.14242 -6.09648 6.04245
O 7.10909 -3.14804 3.83204
H 7.24714 -4.09040 6.36620
H 2.99496 -5.15652 3.64215

Net charge: -3
Frontier orbital gap in eV: 2.2

Record 2
The following is a DFT calculation (the ωB97M-V functional and the def2-TZVPD basis) of 2 unconnected molecules or ions with the total composition C15H24ClF5O6PS.

Cartesian coordinates (Å):
C -2.94813 -3.57300 -1.74594
C -2.34534 -3.24228 -0.26723
C -0.75755 -3.04983 -0.44446
Cl 0.09871 -3.76654 1.05807
C -0.25767 -1.52925 -0.61737
O -0.04676 -0.70097 0.54511
P 0.35611 0.95095 0.07679
C 2.21729 0.56576 -0.16525
F 2.62255 0.50105 -1.57081
F 2.61144 -0.73226 0.38588
C 3.22065 1.63290 0.54854
F 4.55943 1.38941 0.04610
F 3.28029 1.25429 1.94063
F 2.86340 2.98930 0.34943
O -0.14006 0.67088 -1.59339
C -0.97056 -0.54614 -1.68679
S -2.70280 0.06081 -1.21750
C -0.72146 -0.97663 -3.22582
C -2.03385 -0.98984 -4.15573
C -2.41139 0.42362 -4.84108
C -1.62960 1.69775 -4.26476
O -2.12277 2.46117 -3.37458
O -0.33622 2.06583 -4.78074
H -3.49661 -4.58277 -1.79784
H -2.10956 -3.62856 -2.54434
H -3.61676 -2.68630 -2.02507
H -2.49874 -4.20649 0.35627
H -2.87905 -2.37862 0.25967
H -0.31603 -3.63943 -1.34035
H 0.79180 -1.67976 -1.10519
H 0.78140 1.34397 1.42065
H 0.53378 2.31973 -0.40736
H -0.93010 1.47653 0.52921
H -2.91082 -0.22446 0.13783
H -0.34144 -2.07662 -3.18552
H 0.13767 -0.38201 -3.71280
H -2.98150 -1.38770 -3.65560
H -1.80128 -1.72102 -5.03087
H -3.54082 0.60312 -4.66591
H -2.25994 0.42994 -5.99354
H 0.39134 1.68960 -4.23154
O 0.19277 3.69108 4.95047
C 0.98728 2.85594 5.30607
O 0.78423 2.00689 6.35298
C 1.96505 1.22792 6.56626
C 2.70759 1.26156 5.25155
C 2.34665 2.62552 4.70654
H 2.53976 1.68147 7.38023
H 1.68757 0.21147 6.85315
H 3.78230 1.10270 5.35993
H 2.31753 0.48549 4.58496
H 3.02947 3.40074 5.06348
H 2.30076 2.62310 3.61755

Net charge: -1
ΔE to the lowest compared entry with this formula, charge and spin in kJ/mol: 400.9
Frontier orbital gap in eV: 7.7

Record 3
The following is a DFT calculation (the ωB97M-V functional and the def2-TZVPD basis) of a molecular structure, C15H24CrN4O5.

Cartesian coordinates (Å):
O -0.27927 3.55725 0.47577
H 0.41881 4.11884 0.91781
Cr 0.29063 -0.20862 -0.23618
N -0.75656 -0.53287 -1.93445
N 1.41697 -1.57237 -1.19384
O -1.96923 0.03948 -2.27718
O 2.63505 -2.17268 -0.85006
C -0.27555 -1.46349 -2.78214
C 0.96658 -2.03615 -2.36222
C -0.93116 -1.82220 -4.06455
C 1.80582 -2.96939 -3.14096
H -1.70958 -1.09895 -4.31476
H -1.37478 -2.82703 -4.01341
H -0.17873 -1.82902 -4.86313
H 2.53791 -3.48282 -2.51529
H 2.34816 -2.41692 -3.92107
H 1.18445 -3.70535 -3.65430
H -1.99215 0.97924 -1.90248
H 3.02326 -1.67360 -0.10548
O -0.85950 -2.43698 0.57024
H -1.81108 -2.61758 0.49160
H -0.46144 -3.23599 0.19623
C 1.32997 1.33886 -0.90919
H 0.83600 2.27654 -0.60310
H 1.47410 1.21971 -2.00691
H 2.36018 1.24728 -0.50660
O -2.16349 2.71052 -1.38535
H -1.92456 3.12505 -0.50603
H -1.41830 2.99373 -1.95374
C -3.32769 1.61030 1.38141
C -2.77390 2.34320 2.44105
C -1.42308 2.17198 2.74108
C -0.65041 1.26960 1.99146
N -1.16503 0.70612 0.86453
C -2.48641 0.78575 0.62062
C 0.63622 0.73224 2.40179
C 1.25349 1.01499 3.62932
C 2.25191 0.17686 4.12364
C 2.57928 -0.96680 3.38319
C 1.98387 -1.16374 2.13091
N 1.12327 -0.26757 1.59791
H -4.37908 1.70667 1.08896
H -3.38100 3.04124 3.02351
H -0.92223 2.72350 3.53131
H -2.86706 0.19153 -0.21602
H 0.87214 1.85906 4.18870
H 2.71664 0.36481 5.09386
H 3.28329 -1.71327 3.76023
H 2.15328 -2.09098 1.57327

2S+1: 4
⟨S²⟩: 3.85
Net charge: +1
ΔE to the lowest compared entry with this formula, charge and spin in kJ/mol: 0.0
Frontier orbital gap (spin up / spin down) in eV: 4.8 / 4.7

Record 4
The following is a DFT calculation (the ωB97M-V functional and the def2-TZVPD basis) of 5 unconnected molecules or ions with the total composition C15H24F2O15.

Cartesian coordinates (Å):
O -2.48249 2.03242 -0.42428
C -1.51039 1.34668 -0.33572
O -0.31348 1.80042 -0.67842
C 0.71062 0.91273 -0.17888
C -0.08354 -0.35683 0.07774
F 0.02111 -0.73492 1.41566
O -1.45344 0.02319 -0.05171
H 1.54035 0.90389 -0.87785
H 1.02699 1.38208 0.75858
H 0.22057 -1.19911 -0.54324
O -5.43166 1.87936 2.72043
C -5.03449 0.76082 2.70977
O -4.10238 0.24796 3.52217
C -3.53426 -0.86805 2.84953
C -4.71094 -1.36024 2.00257
F -5.39599 -2.31462 2.71037
O -5.48814 -0.18637 1.87139
H -2.71167 -0.56464 2.19877
H -3.22184 -1.62922 3.55624
H -4.48533 -1.71734 1.00252
C 2.38926 -2.67824 -4.82511
O 1.08051 -2.16575 -5.06729
C 0.55532 -1.34107 -4.18119
O 0.93349 -1.14659 -3.05941
O -0.52702 -0.79409 -4.71516
C -1.38511 -0.10970 -3.82673
H 2.59265 -3.58126 -5.40008
H 2.60556 -2.84445 -3.77476
H 3.10981 -1.99932 -5.28810
H -0.83581 0.48637 -3.09860
H -2.03154 -0.80614 -3.28223
H -2.05692 0.51695 -4.40826
C 3.02696 -2.83568 0.25824
O 3.37236 -2.30124 -1.02736
C 3.92983 -1.10151 -1.11128
O 4.25034 -0.38789 -0.20704
O 4.05446 -0.83059 -2.39994
C 4.52636 0.45472 -2.75891
H 3.62660 -2.41052 1.05997
H 3.27460 -3.89194 0.18005
H 1.95871 -2.68296 0.38445
H 4.25944 0.73489 -3.77001
H 5.62505 0.44209 -2.70703
H 4.32321 1.19004 -1.97764
C 0.38264 0.90505 4.88620
O -0.66330 1.59118 4.24373
C -0.42193 2.47244 3.27960
O 0.66593 2.83325 2.91643
O -1.57623 2.84792 2.78664
C -1.63232 4.02626 1.97965
H 0.06530 0.82617 5.92864
H 1.37014 1.35420 4.80222
H 0.42675 -0.13276 4.53918
H -2.56945 4.56439 2.06204
H -1.43280 3.75328 0.94755
H -0.83244 4.68429 2.32593

ΔE to the lowest compared entry with this formula, charge and spin in kJ/mol: 0.0
Frontier orbital gap in eV: 11.2
Structure (SMILES): O=C1OC[C@@H](F)O1.O=C1OC[C@@H](F)O1.COC(=O)OC.COC(=O)OC.COC(=O)OC

Record 5
The following is a DFT calculation (the ωB97M-V functional and the def2-TZVPD basis) of a gas-phase ion, C15H24N (charge +1).

Cartesian coordinates (Å):
C 3.95891 -1.09495 1.13796
C 3.03115 -1.38755 -0.01268
C 3.12337 -2.75478 -0.64325
C 2.13835 -0.50293 -0.46720
C 2.29728 0.99290 -0.27655
C 1.33892 1.85488 -1.11146
C 0.07025 2.42299 -0.42292
C 0.14964 2.55357 1.09686
C -1.23256 1.70179 -0.80377
C -1.15170 0.17483 -0.65114
N -2.42312 -0.41171 -0.14799
C -2.87402 -0.08278 1.06970
C -4.03693 -0.64687 1.56560
C -4.73311 -1.57066 0.80015
C -4.24834 -1.89171 -0.46131
C -3.08235 -1.29675 -0.91498
H 3.40924 -0.78437 2.02181
H 4.73043 -0.36479 0.89354
H 4.48325 -2.01001 1.40436
H 3.87635 -2.69374 -1.42725
H 3.48766 -3.48358 0.07887
H 2.16160 -3.06406 -1.04331
H 1.26745 -0.91070 -0.96777
H 2.30700 1.23354 0.78734
H 3.30590 1.19963 -0.62959
H 1.90493 2.67574 -1.54079
H 1.01736 1.25255 -1.96406
H -0.06733 3.43084 -0.81515
H 0.34637 1.57571 1.54347
H 0.91330 3.25024 1.42814
H -0.79942 2.89982 1.50471
H -1.57420 1.98425 -1.79765
H -2.00888 2.04869 -0.12030
H -0.40750 -0.05002 0.10733
H -0.90640 -0.27716 -1.60224
H -2.32945 0.62774 1.67176
H -4.39686 -0.39377 2.54971
H -5.63194 -2.06156 1.13953
H -4.73647 -2.61443 -1.09434
H -2.67812 -1.53085 -1.88517

Net charge: +1
ΔE to the lowest compared entry with this formula, charge and spin in kJ/mol: 0.0
Frontier orbital gap in eV: 6.8
Structure (SMILES): CC(C)=CCC[C@H](C)CC[n+]1ccccc1

Record 6
The following is a DFT calculation (the ωB97M-V functional and the def2-TZVPD basis) of a molecular structure, C15H24N6O4S2Ti.

Cartesian coordinates (Å):
Ti 0.59792 0.92273 -1.96350
N 0.54273 0.22970 -3.78899
N 2.29195 -0.06969 -1.62381
C 3.21988 0.63407 -0.96644
N 4.52687 0.24864 -1.04403
S 2.77222 1.94918 -0.01550
H -0.12687 -0.51541 -3.95667
H 0.39031 0.91477 -4.52059
H 2.63453 -0.81085 -2.22222
H 4.83730 -0.25886 -1.85738
H 5.18175 0.90921 -0.65938
C 1.87408 3.32773 -3.36075
O 1.10828 2.47420 -2.54674
H 2.51524 2.73725 -4.01479
H 2.49060 3.95762 -2.72223
H 1.21856 3.95414 -3.96426
C -0.61697 -1.83806 0.87100
C -0.66163 -2.86502 2.03550
N 0.64179 -2.91131 2.69659
C 1.00910 -1.55018 3.11051
C 1.20113 -0.64796 1.86075
N 0.75977 -1.37445 0.65484
C 1.62774 -2.53313 0.45483
C 1.63991 -3.40721 1.74273
H -1.22875 -0.96568 1.11508
H -0.99102 -2.27373 -0.05822
H -0.89240 -3.86770 1.66870
H -1.41711 -2.59356 2.77585
H 1.92316 -1.60529 3.70481
H 0.21323 -1.16898 3.75444
H 2.24938 -0.38731 1.72377
H 0.63862 0.27866 1.94084
H 2.62951 -2.17168 0.21360
H 1.25077 -3.09676 -0.40357
H 2.61506 -3.37200 2.23184
H 1.41424 -4.45089 1.51492
O -1.15937 -0.09740 -1.73970
C -1.50051 0.69889 -0.83761
N -0.57195 1.51550 -0.37231
S -1.18676 2.59203 0.74462
O -1.19585 3.90858 0.20247
O -0.63454 2.34705 2.03183
C -2.82076 1.88323 0.67550
C -3.93261 2.24081 1.41439
C -5.09772 1.51765 1.18676
C -5.14323 0.48664 0.25352
C -4.00792 0.14253 -0.47714
C -2.86052 0.85940 -0.23576
H -3.89533 3.04713 2.13490
H -5.98979 1.76396 1.74839
H -6.06895 -0.04910 0.09311
H -4.01508 -0.65911 -1.20452

ΔE to the lowest compared entry with this formula, charge and spin in kJ/mol: 0.0
Frontier orbital gap in eV: 7.1

Copy entry 5 word for word.
The following is a DFT calculation (the ωB97M-V functional and the def2-TZVPD basis) of a gas-phase ion, C15H24N (charge +1).

Cartesian coordinates (Å):
C 3.95891 -1.09495 1.13796
C 3.03115 -1.38755 -0.01268
C 3.12337 -2.75478 -0.64325
C 2.13835 -0.50293 -0.46720
C 2.29728 0.99290 -0.27655
C 1.33892 1.85488 -1.11146
C 0.07025 2.42299 -0.42292
C 0.14964 2.55357 1.09686
C -1.23256 1.70179 -0.80377
C -1.15170 0.17483 -0.65114
N -2.42312 -0.41171 -0.14799
C -2.87402 -0.08278 1.06970
C -4.03693 -0.64687 1.56560
C -4.73311 -1.57066 0.80015
C -4.24834 -1.89171 -0.46131
C -3.08235 -1.29675 -0.91498
H 3.40924 -0.78437 2.02181
H 4.73043 -0.36479 0.89354
H 4.48325 -2.01001 1.40436
H 3.87635 -2.69374 -1.42725
H 3.48766 -3.48358 0.07887
H 2.16160 -3.06406 -1.04331
H 1.26745 -0.91070 -0.96777
H 2.30700 1.23354 0.78734
H 3.30590 1.19963 -0.62959
H 1.90493 2.67574 -1.54079
H 1.01736 1.25255 -1.96406
H -0.06733 3.43084 -0.81515
H 0.34637 1.57571 1.54347
H 0.91330 3.25024 1.42814
H -0.79942 2.89982 1.50471
H -1.57420 1.98425 -1.79765
H -2.00888 2.04869 -0.12030
H -0.40750 -0.05002 0.10733
H -0.90640 -0.27716 -1.60224
H -2.32945 0.62774 1.67176
H -4.39686 -0.39377 2.54971
H -5.63194 -2.06156 1.13953
H -4.73647 -2.61443 -1.09434
H -2.67812 -1.53085 -1.88517

Net charge: +1
ΔE to the lowest compared entry with this formula, charge and spin in kJ/mol: 0.0
Frontier orbital gap in eV: 6.8
Structure (SMILES): CC(C)=CCC[C@H](C)CC[n+]1ccccc1

Number 4 is which compound?
C15H24F2O15